Below is a molecular structure, C26H29N3O2S4Sb2W in a non-equilibrium geometry, with properties calculated with the ωB97M-V functional and the def2-TZVPD basis.

The molecular weight comes out at 971.165 g mol⁻¹. The value obtained for the energy above the lowest of the compared OMol25 structures with the same formula, charge and spin is 0.0 kcal per mole. As for the HOMO energy (alpha / beta): -6.1975 / -6.1708 eV. The LUMO energy (alpha / beta) is -0.05472 / -0.05338 hartree. The multiplicity is 3. The gap between HOMO and LUMO (alpha / beta) comes out at 4.709 / 4.718 eV.

Structure (XYZ):
```
67
C26H29N3O2S4Sb2W, DFT the ωB97M-V functional and the def2-TZVPD basis
W -1.8074 0.6012 -0.4191
C -3.0291 0.9771 4.0904
Sb -1.3678 1.1799 2.5338
C -0.7485 3.0930 3.3489
C 0.2019 -0.2370 3.2573
C 1.4284 0.5177 3.5655
C 1.6031 1.0880 4.8411
C 2.6315 1.9748 5.1176
C 3.6137 2.2174 4.1247
C 3.5711 1.5092 2.9324
C 2.4518 0.6911 2.6263
C 2.4002 -0.0228 1.3554
Sb 1.2005 1.2554 -0.1424
C 1.8463 3.3075 -0.0984
C 2.5598 0.6800 -1.8290
H -3.4683 -0.0205 4.0418
H -3.7859 1.7357 3.9017
H -2.6275 1.1107 5.0933
H -1.3960 3.3648 4.1921
H -0.8709 3.8211 2.5565
H 0.2777 3.1307 3.7135
H 0.2726 -0.9130 2.3960
H -0.2331 -0.7237 4.1293
H 0.8222 0.9440 5.5923
H 2.7062 2.4896 6.1008
H 4.4046 2.9486 4.2732
H 4.4066 1.5654 2.2468
H 1.9406 -1.0143 1.4001
H 3.4005 -0.0477 0.9211
H 2.8315 3.4251 -0.5383
H 1.8354 3.6352 0.9495
H 1.0808 3.8411 -0.6519
H 3.3266 1.4500 -1.9119
H 2.0521 0.5591 -2.7918
H 3.0325 -0.2809 -1.6274
O -6.8176 1.0294 -5.3921
C -5.9882 0.8987 -4.5337
S -5.9848 0.9246 -2.5516
C -4.4878 1.1189 -2.0785
C -3.4658 1.0903 -3.0600
S -1.7147 1.3357 -2.6055
S -3.9616 0.7963 -4.5201
S -3.9922 1.3398 -0.3236
O -0.6352 2.0751 0.3887
C -2.5864 -3.4080 0.1503
C -2.6085 -2.0239 0.2059
N -1.6505 -1.3376 -0.4822
C -0.6167 -1.9154 -1.1369
C -0.5452 -3.3160 -1.2124
C -1.6388 -4.0605 -0.6489
C 0.6153 -4.1213 -1.6851
C 1.5798 -3.7051 -2.5589
C 1.4208 -2.7173 -3.5790
C 2.5068 -2.3417 -4.3587
C 2.2629 -1.3953 -5.3347
N 1.0688 -0.8079 -5.4975
C 0.0825 -1.2941 -4.7339
N 0.1691 -2.2391 -3.8084
H -3.3357 -3.9352 0.7278
H -3.4022 -1.4491 0.7008
H 0.0828 -1.2751 -1.6563
H -1.7735 -5.1316 -0.8360
H 0.6631 -5.1379 -1.3053
H 2.5499 -4.1981 -2.4607
H 3.4984 -2.7037 -4.1694
H 3.0552 -1.0427 -6.0043
H -0.9136 -0.9055 -4.9313
```